Record 1
# C46H52BiBr2ClN8O3S

A molecular structure, C46H52BiBr2ClN8O3S at a distorted geometry (ωB97M-V with the def2-TZVPD basis set, OMol25).

Last column: Mulliken charge in e.
Cartesian coordinates (Å):
Bi1 -1.085 -1.109 1.369  5.07
C1 -2.537 -1.276 4.321  -1.06
C2 -3.877 -1.663 3.687  -1.22
C3 -4.342 -0.846 2.511  0.56
C4 -5.605 -0.254 2.550  -1.05
C5 -6.095 0.408 1.438  -0.62
C6 -5.313 0.451 0.292  -1.25
C7 -4.065 -0.138 0.340  -0.65
N1 -3.588 -0.751 1.418  0.20
N2 -1.345 -1.908 3.737  0.62
C8 -0.127 -1.403 4.370  -1.69
C9 0.074 0.078 4.193  0.95
C10 0.976 0.787 4.979  -1.08
C11 1.170 2.135 4.721  -0.47
C12 0.439 2.735 3.705  -1.11
C13 -0.447 1.956 2.985  -0.56
N3 -0.615 0.664 3.222  0.33
C14 -1.377 -3.365 3.817  -2.28
C15 -1.895 -4.048 2.582  1.03
C16 -1.956 -5.438 2.542  -1.19
C17 -2.409 -6.059 1.392  -0.70
C18 -2.827 -5.271 0.326  -0.99
C19 -2.727 -3.900 0.449  -0.41
N4 -2.253 -3.308 1.539  0.45
H1 -2.583 -1.529 5.389  0.47
H2 -2.414 -0.196 4.240  0.50
H3 -4.640 -1.570 4.462  0.60
H4 -3.860 -2.709 3.387  0.34
H5 -6.202 -0.319 3.445  0.53
H6 -7.067 0.875 1.459  0.44
H7 -5.661 0.930 -0.608  0.53
H8 -3.406 -0.123 -0.514  0.86
H9 0.721 -1.904 3.890  0.24
H10 -0.118 -1.651 5.439  0.75
H11 1.522 0.293 5.768  0.62
H12 1.876 2.710 5.301  0.49
H13 0.559 3.778 3.473  0.55
H14 -1.050 2.369 2.189  0.47
H15 -1.977 -3.693 4.677  0.50
H16 -0.364 -3.744 3.977  0.61
H17 -1.623 -6.020 3.388  0.55
H18 -2.443 -7.136 1.327  0.47
H19 -3.214 -5.712 -0.576  0.56
H20 -3.038 -3.239 -0.345  0.39
Br1 1.825 -5.442 1.759  -0.18
C20 1.110 -4.789 0.134  0.20
C21 1.229 -5.523 -1.042  -0.13
C22 0.677 -5.048 -2.209  -0.08
Br2 0.846 -6.077 -3.797  -0.19
C23 -0.022 -3.820 -2.226  1.40
C24 -0.597 -3.244 -3.374  -1.37
C25 -1.252 -2.041 -3.281  -1.44
C26 -1.364 -1.429 -2.030  -0.26
N5 -0.839 -1.939 -0.945  0.98
C27 -0.149 -3.096 -1.004  -0.75
C28 0.446 -3.566 0.201  -0.65
O1 0.389 -2.896 1.318  -0.38
H21 1.755 -6.465 -1.033  0.57
H22 -0.513 -3.751 -4.323  0.41
H23 -1.690 -1.575 -4.149  0.59
H24 -1.887 -0.491 -1.918  0.03
C29 3.691 -0.451 2.668  -1.01
S1 2.372 -1.369 1.790  0.79
C30 3.197 -1.403 0.157  -0.57
O2 1.301 -0.321 1.609  -0.35
H25 4.616 -1.011 2.569  0.53
H26 3.424 -0.389 3.718  0.34
H27 3.784 0.546 2.259  0.03
H28 4.066 -2.049 0.219  0.66
H29 3.482 -0.397 -0.131  -0.22
H30 2.489 -1.805 -0.561  0.06
C31 -1.227 2.314 -3.792  -1.86
C32 -0.015 3.088 -4.333  1.87
C33 -0.415 4.553 -4.521  -1.88
C34 0.313 2.485 -5.711  -1.90
C35 1.214 2.939 -3.359  1.72
O3 1.564 1.566 -3.244  -0.66
C36 2.412 3.788 -3.865  -1.06
C37 3.811 3.280 -3.482  -1.71
C38 4.135 3.348 -2.016  -0.03
C39 4.525 2.206 -1.325  -0.14
C40 4.779 2.249 0.035  -0.94
C41 4.622 3.443 0.721  0.34
Cl1 4.831 3.466 2.440  -0.21
C42 4.295 4.606 0.042  -0.90
C43 4.071 4.556 -1.322  0.23
C44 0.932 3.408 -1.907  -2.19
N6 0.006 2.601 -1.167  2.03
C45 0.086 1.325 -0.805  -1.14
N7 -1.017 0.978 -0.159  0.57
C46 -1.745 2.117 -0.140  -1.61
N8 -1.150 3.108 -0.744  -1.28
H31 -1.952 2.167 -4.589  0.71
H32 -1.723 2.865 -2.999  0.32
H33 -0.922 1.334 -3.427  0.07
H34 -1.274 4.605 -5.186  0.47
H35 0.385 5.134 -4.969  0.37
H36 -0.700 5.013 -3.580  0.38
H37 -0.555 2.593 -6.358  0.50
H38 0.534 1.421 -5.644  0.45
H39 1.140 2.986 -6.207  0.40
H40 1.889 1.285 -4.105  0.57
H41 2.286 4.806 -3.500  0.52
H42 2.386 3.826 -4.952  0.57
H43 4.529 3.900 -4.025  0.46
H44 3.943 2.254 -3.829  0.35
H45 4.639 1.272 -1.858  0.45
H46 5.119 1.371 0.562  0.80
H47 4.223 5.542 0.572  0.50
H48 3.838 5.467 -1.854  0.45
H49 0.528 4.418 -1.905  0.29
H50 1.887 3.392 -1.376  0.26
H51 0.908 0.684 -1.037  0.68
H52 -2.717 2.197 0.297  0.84

Calculated values
charge: +2
largest force on an atom: 0.04471 Eh/bohr



Record 2
# C46H52Cl2N8O2SbSi3Ta

A molecular structure, C46H52Cl2N8O2SbSi3Ta at a distorted geometry (ωB97M-V with the def2-TZVPD basis set, OMol25).

Last column: Mulliken charge in e.
Cartesian coordinates (Å):
Ta1 1.775 -3.039 0.561  2.57
Cl1 -3.458 -1.606 -3.733  -0.16
C1 -2.564 -2.302 -2.462  0.48
C2 -1.225 -1.948 -2.443  -1.19
C3 -0.447 -2.479 -1.479  -0.05
N1 0.938 -2.264 -1.288  -0.15
C4 1.727 -1.555 -2.131  -0.07
O1 1.474 -0.647 -2.889  -0.72
C5 3.119 -2.185 -2.092  0.82
C6 4.020 -1.907 -3.096  -0.73
C7 5.214 -2.546 -3.184  -0.42
C8 5.546 -3.433 -2.208  -1.05
C9 4.663 -3.610 -1.138  -0.05
N2 3.479 -3.030 -1.064  0.00
C10 -0.926 -3.464 -0.648  0.52
C11 -2.253 -3.850 -0.631  -0.38
C12 -3.124 -3.130 -1.489  -0.38
Cl2 -4.862 -3.177 -1.412  -0.20
N3 0.093 -4.140 0.079  0.33
C13 -0.267 -5.400 0.560  0.23
O2 -1.035 -6.214 0.176  -0.56
C14 0.491 -5.625 1.867  0.02
C15 0.068 -6.539 2.785  -0.92
C16 0.472 -6.393 4.129  -0.53
C17 1.289 -5.337 4.483  -0.94
C18 1.721 -4.483 3.478  0.15
N4 1.312 -4.584 2.234  0.43
H1 -0.826 -1.300 -3.194  0.68
H2 3.772 -1.222 -3.876  0.56
H3 5.858 -2.402 -4.062  0.45
H4 6.439 -4.070 -2.137  0.44
H5 4.997 -4.171 -0.284  0.48
H6 -2.709 -4.578 0.011  0.64
H7 -0.601 -7.257 2.422  0.69
H8 0.070 -6.976 4.980  0.37
H9 1.571 -5.126 5.494  0.53
H10 2.360 -3.652 3.779  0.40
C19 -2.260 0.928 -1.599  -1.04
Sb1 -1.372 2.758 -0.974  0.60
C20 0.969 -1.639 1.737  0.92
C21 1.872 -0.525 1.594  0.01
C22 1.763 0.656 2.287  -0.65
C23 2.717 1.611 2.140  -1.24
C24 3.838 1.338 1.301  -1.37
C25 3.828 0.154 0.588  -0.33
N5 2.845 -0.755 0.686  0.05
Si1 -0.608 -1.400 2.750  -0.49
C26 -1.721 -2.863 2.571  -0.51
C27 -1.482 0.177 2.150  -1.02
C28 -0.285 -1.311 4.535  -1.28
C29 -2.489 4.468 -1.739  1.66
C30 -1.676 4.409 -2.995  -0.65
C31 -1.877 5.239 -4.105  -0.88
C32 -1.275 4.812 -5.276  -0.52
C33 -0.376 3.663 -5.290  -0.80
C34 -0.165 2.985 -4.092  -0.35
N6 -0.779 3.440 -2.956  -0.17
Si2 -2.361 6.042 -0.682  0.17
C35 -2.842 7.547 -1.581  -1.08
C36 -0.517 6.378 -0.426  -1.27
C37 -3.298 5.758 0.984  -1.00
Si3 -4.354 3.968 -2.060  0.42
C38 -4.609 3.154 -3.686  -1.07
C39 -5.472 5.492 -1.809  -1.09
C40 -4.874 2.879 -0.597  -1.05
H11 -2.470 0.996 -2.710  0.17
H12 -1.448 0.199 -1.476  0.24
H13 -3.116 0.654 -1.020  0.39
H14 0.985 0.767 3.018  0.51
H15 2.796 2.438 2.803  0.64
H16 4.595 2.070 1.189  0.59
H17 4.592 -0.124 -0.162  0.48
H18 -2.593 -2.713 3.246  0.57
H19 -1.217 -3.808 2.772  0.16
H20 -2.137 -2.868 1.588  -0.13
H21 -1.783 0.019 1.126  -0.09
H22 -0.895 1.072 2.254  0.48
H23 -2.365 0.391 2.699  0.61
H24 -0.168 -0.271 4.788  0.41
H25 0.638 -1.780 4.939  0.27
H26 -1.134 -1.639 5.014  0.55
H27 -2.576 6.069 -4.058  0.51
H28 -1.531 5.379 -6.148  0.50
H29 0.001 3.221 -6.235  0.39
H30 0.557 2.181 -3.949  0.58
H31 -2.013 7.777 -2.266  0.33
H32 -2.753 8.380 -0.818  0.36
H33 -3.835 7.599 -2.034  0.36
H34 -0.007 6.372 -1.378  0.40
H35 0.111 5.763 0.224  0.31
H36 -0.315 7.417 -0.057  0.36
H37 -4.316 6.080 0.800  0.35
H38 -2.869 6.374 1.764  0.44
H39 -3.215 4.735 1.379  0.25
H40 -5.631 2.758 -3.830  0.42
H41 -3.890 2.393 -3.864  0.33
H42 -4.513 3.924 -4.448  0.34
H43 -6.514 5.227 -2.043  0.45
H44 -5.147 6.370 -2.422  0.17
H45 -5.466 5.665 -0.739  0.32
H46 -5.990 2.825 -0.741  0.41
H47 -4.624 3.207 0.426  0.30
H48 -4.604 1.830 -0.590  0.34
N7 6.397 -0.928 5.318  -0.41
C41 5.905 -1.615 4.555  -0.19
C42 5.468 -2.605 3.615  0.06
C43 6.196 -3.780 3.537  -0.57
C44 5.691 -4.754 2.674  -0.85
C45 4.544 -4.531 1.941  -0.47
N8 3.877 -3.383 1.929  0.19
C46 4.336 -2.412 2.806  -0.63
H49 7.056 -4.069 4.134  0.53
H50 6.158 -5.766 2.606  0.42
H51 4.099 -5.350 1.378  0.69
H52 3.826 -1.476 2.909  0.87

Calculated values
charge: +2
largest force on an atom: 0.06144 Eh/bohr



These records have HOMO-LUMO gap values of 0.268 0.242 Eh, in the order they appear.